Record 1
This record from the Open Molecules 2025 dataset describes a structure of composition C19H22BMnN3O6S. The level of theory is ωB97M-V with the def2-TZVPD basis set.

XYZ file:
```
53
Properties=species:S:1:pos:R:3
Mn 0.060 0.871 -0.887
C -0.899 2.344 -3.371
C -1.163 0.857 -3.572
N -1.341 0.150 -2.278
C -2.703 0.185 -1.683
C -3.108 1.523 -1.060
S -1.872 2.237 0.092
C -1.396 3.802 -0.743
C -0.067 3.766 -1.499
N 0.107 2.538 -2.309
H -1.809 2.858 -3.079
H -0.584 2.787 -4.317
H -0.297 0.404 -4.058
H -2.026 0.704 -4.224
H -1.113 -0.829 -2.435
H -2.719 -0.585 -0.912
H -3.450 -0.080 -2.435
H -4.018 1.365 -0.484
H -3.338 2.272 -1.814
H -1.330 4.553 0.042
H -2.231 4.096 -1.377
H 0.763 3.789 -0.794
H -0.008 4.665 -2.119
H 1.041 2.563 -2.709
O 3.532 1.910 0.930
C 2.438 1.415 0.988
O 1.621 1.376 -0.056
C 1.936 0.778 2.256
C 2.844 0.370 3.228
C 2.397 -0.240 4.390
C 1.041 -0.453 4.601
C 0.156 -0.025 3.629
C 0.584 0.594 2.472
N -1.282 -0.268 3.782
O -1.660 -0.815 4.792
O -2.014 0.083 2.871
H 3.899 0.540 3.057
H 3.110 -0.559 5.138
H 0.671 -0.940 5.492
H -0.163 0.914 1.764
O 0.073 -1.955 0.869
B 0.221 -1.152 -0.226
O 0.782 -1.842 -1.299
C 1.058 -3.111 -0.807
C 1.660 -4.176 -1.435
C 1.793 -5.338 -0.682
C 1.339 -5.412 0.632
C 0.734 -4.326 1.257
C 0.612 -3.181 0.504
H 2.014 -4.112 -2.455
H 2.262 -6.203 -1.129
H 1.463 -6.335 1.180
H 0.381 -4.370 2.279
```

Output
E_HOMO (alpha / beta)	-0.42382 / -0.42456	Ha
multiplicity	5
HOMO-LUMO gap (alpha / beta)	0.286 / 0.312	hartree
⟨S²⟩	6.18
charge	+1
ΔE to the lowest compared entry with this formula, charge and spin	60.7	kJ/mol

Record 2
This record from the Open Molecules 2025 dataset describes a structure of composition C19H22BrEuN. The level of theory is ωB97M-V with the def2-TZVPD basis set.

XYZ file:
```
44
Properties=species:S:1:pos:R:3
C -1.960 -1.696 -2.156
C -1.051 -0.595 -2.152
C 0.230 -1.071 -1.780
H -1.295 0.439 -2.391
C 0.126 -2.462 -1.499
C -1.226 -2.858 -1.748
H -1.631 -3.870 -1.650
H -3.014 -1.660 -2.442
H 1.140 -0.476 -1.720
H 0.928 -3.100 -1.147
Eu -1.804 -1.384 0.623
Br -2.637 1.210 0.476
C -3.429 -2.027 2.578
C -3.087 -3.250 1.913
C -3.693 -3.231 0.616
H -2.514 -4.065 2.349
C -4.406 -2.002 0.479
C -4.251 -1.264 1.692
H -4.717 -0.316 1.922
H -3.168 -1.740 3.594
H -3.688 -4.042 -0.109
H -5.031 -1.701 -0.358
C 2.828 4.204 -0.717
N 1.803 3.227 -0.924
C 1.787 2.533 -2.167
C 1.054 2.721 0.207
C 1.675 1.519 0.848
C 2.992 1.621 1.370
C 3.660 0.481 1.828
C 3.025 -0.759 1.829
C 1.675 -0.859 1.344
C 1.085 0.280 0.873
H 2.938 4.796 -1.636
H 3.811 3.757 -0.484
H 2.532 4.864 0.107
H 2.499 1.680 -2.201
H 0.775 2.153 -2.373
H 2.090 3.238 -2.956
H 1.009 3.568 0.910
H 0.037 2.496 -0.137
H 3.488 2.580 1.439
H 4.685 0.557 2.201
H 3.539 -1.657 2.190
H 1.189 -1.840 1.357
```

Output
E_HOMO (alpha / beta)	0.01889 / 0.01560	Ha
multiplicity	8
HOMO-LUMO gap (alpha / beta)	0.171 / 0.174	hartree
⟨S²⟩	15.76
charge	-2

Record 3
This record from the Open Molecules 2025 dataset describes a structure of composition C19H22ClMgN. The level of theory is ωB97M-V with the def2-TZVPD basis set.

XYZ file:
```
44
Properties=species:S:1:pos:R:3
C -0.565 -0.057 2.362
C -0.667 1.298 1.925
C 0.613 1.912 2.113
H -1.573 1.790 1.576
C 1.491 0.936 2.667
C 0.762 -0.271 2.830
H 1.139 -1.167 3.317
H -1.379 -0.782 2.371
H 0.854 2.946 1.903
H 2.514 1.105 2.994
Mg 0.809 0.433 0.489
Cl 2.833 0.112 -0.436
C 2.292 2.837 -1.994
C 2.812 3.625 -0.924
C 1.736 4.391 -0.376
H 3.854 3.654 -0.605
C 0.549 4.073 -1.106
C 0.902 3.141 -2.124
H 0.233 2.757 -2.895
H 2.850 2.131 -2.607
H 1.818 5.130 0.423
H -0.447 4.490 -0.946
C 0.769 -3.051 0.670
N -0.625 -2.791 0.988
C -1.092 -3.582 2.109
C -1.506 -2.915 -0.169
C -1.484 -1.694 -1.046
C -2.469 -1.663 -2.061
C -2.541 -0.571 -2.928
C -1.569 0.436 -2.851
C -0.537 0.318 -1.884
C -0.582 -0.655 -0.910
H 0.898 -4.081 0.284
H 1.375 -2.941 1.582
H 1.145 -2.339 -0.076
H -0.404 -3.430 2.949
H -2.104 -3.244 2.382
H -1.141 -4.657 1.853
H -1.224 -3.809 -0.770
H -2.548 -3.081 0.159
H -3.163 -2.511 -2.114
H -3.356 -0.511 -3.654
H -1.594 1.295 -3.534
H 0.319 0.994 -1.935
```

Output
E_HOMO	0.00055	Ha
HOMO-LUMO gap	0.181	hartree
charge	-2

Record 4
This record from the Open Molecules 2025 dataset describes a structure of composition C19H22F10N6O7S2. The level of theory is ωB97M-V with the def2-TZVPD basis set.

XYZ file:
```
66
Properties=species:S:1:pos:R:3
O -2.966 -2.244 1.630
C -2.874 -1.047 1.985
O -3.782 -0.012 1.665
C -1.673 -0.553 2.896
C -1.009 -1.740 3.719
C -0.089 -2.629 2.784
N 1.075 -1.922 2.213
F 2.214 -1.904 2.968
C 1.139 -1.350 1.025
N 0.074 -1.296 0.070
C 0.629 -0.639 -1.034
C -0.226 -0.394 -2.329
F 0.455 -0.564 -3.508
F -0.776 0.894 -2.203
F -1.302 -1.266 -2.275
N 1.958 -0.247 -0.841
C 2.952 0.436 -1.712
C 2.415 1.722 -2.455
C 2.319 3.030 -1.551
N 3.444 3.934 -1.874
C 4.744 3.471 -1.345
C 4.930 3.729 0.218
C 4.263 2.936 1.295
C 4.389 3.185 2.762
C 5.259 4.332 3.189
C 5.967 5.107 2.123
C 5.839 4.848 0.653
O 6.569 5.659 -0.247
N 2.216 -0.703 0.415
H -3.790 0.152 0.697
H -0.927 -0.011 2.231
H -2.064 0.201 3.639
H -1.835 -2.419 4.102
H -0.460 -1.368 4.634
H -0.714 -3.170 2.000
H 0.335 -3.463 3.438
H 3.839 0.687 -1.041
H 3.351 -0.360 -2.427
H 1.427 1.593 -2.978
H 3.172 1.956 -3.276
H 1.373 3.575 -1.879
H 2.183 2.808 -0.450
H 3.247 4.910 -1.647
H 4.995 2.410 -1.649
H 5.537 4.121 -1.844
H 3.606 2.075 0.954
H 3.806 2.521 3.451
H 5.326 4.542 4.288
H 6.629 5.970 2.424
H 7.408 5.164 -0.387
H 3.130 -0.590 0.858
C -5.580 -2.188 0.147
F -4.562 -1.875 0.971
F -6.669 -2.369 0.923
F -5.835 -1.080 -0.596
S -5.213 -3.648 -0.888
O -4.994 -4.714 0.058
O -4.047 -3.259 -1.651
N -6.587 -3.677 -1.673
S -6.687 -4.850 -2.740
O -6.789 -6.186 -2.208
O -5.854 -4.721 -3.910
C -8.374 -4.463 -3.332
F -8.458 -3.220 -3.851
F -9.287 -4.515 -2.339
F -8.793 -5.311 -4.287
```

Output
E_HOMO	-0.29386	Ha
HOMO-LUMO gap	0.223	hartree

Record 5
This record from the Open Molecules 2025 dataset describes a structure of composition C19H22F2N7STl. The level of theory is ωB97M-V with the def2-TZVPD basis set.

XYZ file:
```
52
Properties=species:S:1:pos:R:3
Tl 8.610 9.493 13.542
C 5.412 10.847 14.417
N 6.647 11.500 14.022
C 7.208 12.362 15.026
C 7.866 11.507 16.087
N 8.189 10.216 15.981
C 8.819 9.837 17.194
C 9.421 8.643 17.569
C 9.998 8.593 18.845
C 9.987 9.706 19.691
C 9.404 10.913 19.326
C 8.818 10.972 18.069
N 8.214 11.995 17.304
C 5.344 9.526 13.758
N 5.947 8.438 14.203
C 5.652 7.422 13.286
C 6.122 6.127 13.227
C 5.689 5.340 12.167
C 4.817 5.834 11.193
C 4.358 7.149 11.222
C 4.776 7.929 12.283
N 4.535 9.259 12.687
H 4.506 11.440 14.194
H 5.483 10.685 15.503
H 6.583 11.960 13.110
H 6.464 13.021 15.502
H 7.970 13.025 14.582
H 9.467 7.785 16.921
H 10.452 7.681 19.190
H 10.453 9.649 20.670
H 9.457 11.770 19.990
H 8.004 12.920 17.667
H 6.826 5.755 13.963
H 5.994 4.309 12.078
H 4.489 5.186 10.388
H 3.721 7.534 10.446
H 4.196 9.973 12.042
C 8.879 10.153 7.586
N 8.359 10.458 8.909
C 7.062 10.421 9.284
N 6.191 10.002 8.347
S 6.631 10.871 10.878
H 9.960 10.355 7.582
H 8.432 10.802 6.812
H 8.718 9.095 7.306
H 9.009 10.811 9.609
H 6.489 9.575 7.471
H 5.200 10.004 8.574
F 11.086 10.295 14.773
C 10.350 11.307 14.080
F 10.405 12.388 14.985
H 11.008 11.611 13.233
```

Output
E_HOMO	-0.22167	Ha
HOMO-LUMO gap	0.228	hartree
ΔE to the lowest compared entry with this formula, charge and spin	0.0	kJ/mol

Record 6
This record from the Open Molecules 2025 dataset describes the molecule C19H22FN3O3S. The level of theory is ωB97M-V with the def2-TZVPD basis set.

XYZ file:
```
49
Properties=species:S:1:pos:R:3
O -2.200 -1.173 -1.773
C -1.031 -1.517 -1.817
C -0.710 -3.012 -1.862
S 0.505 -3.641 -0.656
C 0.016 -2.719 0.744
N -0.976 -1.914 0.590
C -1.361 -1.124 1.621
O -2.382 -0.315 1.350
C -0.734 -1.154 2.840
C -1.136 -0.236 3.962
C -0.604 1.147 3.697
C 0.766 1.379 3.647
C 1.269 2.636 3.363
C 0.406 3.692 3.120
C -0.961 3.490 3.170
C -1.444 2.225 3.457
F -2.783 2.054 3.516
C 0.373 -2.050 3.037
O 1.042 -2.187 4.040
N 0.690 -2.835 1.900
N -0.020 -0.635 -1.912
C 1.378 -0.981 -2.070
C 2.152 0.045 -2.897
C 1.593 0.244 -4.305
C 0.095 0.569 -4.334
C -0.346 1.486 -3.195
C -0.340 0.777 -1.820
H -0.319 -3.299 -2.840
H -1.648 -3.538 -1.683
H -2.673 -0.488 0.437
H -0.707 -0.626 4.888
H -2.223 -0.206 4.039
H 1.436 0.555 3.843
H 2.336 2.793 3.335
H 0.795 4.674 2.898
H -1.658 4.294 2.993
H 1.462 -3.484 1.998
H 1.852 -1.061 -1.081
H 1.457 -1.952 -2.562
H 2.179 1.001 -2.376
H 3.183 -0.308 -2.972
H 1.772 -0.653 -4.901
H 2.148 1.061 -4.770
H -0.137 1.053 -5.285
H -0.492 -0.349 -4.292
H -1.359 1.828 -3.409
H 0.300 2.364 -3.163
H -1.332 0.845 -1.371
H 0.373 1.244 -1.135
```

Output
E_HOMO	-0.30992	Ha
HOMO-LUMO gap	0.322	hartree
SMILES string	O=C(CSc1nc(O)c(Cc2ccccc2F)c(=O)[nH]1)N1CCCCCC1
ΔE to the lowest compared entry with this formula, charge and spin	33.0	kJ/mol

Record 7
This record from the Open Molecules 2025 dataset describes the molecule C19H22FN3OS. The level of theory is ωB97M-V with the def2-TZVPD basis set.

XYZ file:
```
47
Properties=species:S:1:pos:R:3
F 1.386 -4.657 -5.787
C 1.338 -3.691 -4.844
C 0.240 -3.626 -4.005
C 0.198 -2.636 -3.044
C 1.242 -1.717 -2.913
N 1.098 -0.741 -1.929
C 1.995 0.121 -1.380
S 3.623 0.143 -1.667
N 1.504 1.028 -0.505
C 0.140 1.243 -0.070
C -0.028 2.707 0.344
C -1.367 2.920 1.058
C -2.557 2.379 0.232
C -2.683 0.921 0.698
C -1.552 0.774 1.742
C -0.236 0.323 1.104
N -1.326 2.112 2.266
C -2.259 2.519 3.305
C -2.057 1.690 4.528
C -0.978 1.534 5.348
C -1.360 0.591 6.332
C -2.640 0.243 6.037
O -3.069 0.898 4.944
C 2.330 -1.798 -3.779
C 2.379 -2.788 -4.742
H -0.561 -4.339 -4.108
H -0.656 -2.575 -2.383
H 0.183 -0.745 -1.498
H 2.217 1.580 -0.051
H -0.522 1.049 -0.922
H 0.047 3.352 -0.532
H 0.767 2.974 1.043
H -1.479 3.978 1.305
H -2.374 2.470 -0.837
H -3.459 2.945 0.463
H -2.576 0.205 -0.115
H -3.650 0.741 1.168
H -1.817 0.086 2.547
H -0.310 -0.716 0.776
H 0.547 0.384 1.861
H -3.314 2.434 3.002
H -2.047 3.568 3.535
H -0.034 2.031 5.257
H -0.764 0.228 7.144
H -3.330 -0.430 6.507
H 3.138 -1.093 -3.696
H 3.219 -2.859 -5.415
```

Output
E_HOMO	-0.29801	Ha
HOMO-LUMO gap	0.315	hartree
SMILES string	Fc1ccc(NC(=S)N[C@@H]2C[C@H]3CC[C@@H](C2)N3Cc2ccco2)cc1
ΔE to the lowest compared entry with this formula, charge and spin	64.4	kJ/mol

Record 8
This record from the Open Molecules 2025 dataset describes the molecule C19H22FN5O2. The level of theory is ωB97M-V with the def2-TZVPD basis set.

XYZ file:
```
49
Properties=species:S:1:pos:R:3
C 2.336 2.919 -0.210
N 1.595 2.235 0.822
C 2.401 1.789 1.936
C 3.219 0.567 1.624
C 4.187 0.101 2.519
N 4.901 -0.980 2.275
C 4.670 -1.616 1.133
C 3.719 -1.157 0.237
N 2.997 -0.073 0.483
C 0.262 2.019 0.893
O -0.227 1.470 1.873
C -0.633 2.508 -0.228
C -0.953 1.450 -1.331
C 0.242 1.343 -2.272
O 0.679 2.334 -2.835
N 0.798 0.137 -2.454
C 0.362 -1.093 -1.840
C -0.366 -0.755 -0.546
N -1.430 0.164 -0.891
C -2.523 0.204 0.067
C -3.269 -1.103 0.063
C -3.690 -1.693 1.248
C -4.387 -2.890 1.232
C -4.666 -3.524 0.035
C -4.236 -2.927 -1.137
F -4.497 -3.537 -2.316
C -3.549 -1.731 -1.144
H 1.756 3.060 -1.114
H 2.672 3.895 0.156
H 3.212 2.323 -0.469
H 1.711 1.545 2.754
H 3.062 2.599 2.266
H 4.387 0.611 3.452
H 5.263 -2.500 0.946
H 3.526 -1.657 -0.702
H -1.574 2.788 0.249
H -0.224 3.385 -0.726
H -1.754 1.902 -1.937
H 1.563 0.104 -3.113
H -0.316 -1.632 -2.514
H 1.232 -1.721 -1.640
H 0.351 -0.340 0.175
H -0.807 -1.657 -0.120
H -2.178 0.437 1.083
H -3.211 0.994 -0.254
H -3.470 -1.211 2.188
H -4.710 -3.337 2.160
H -5.203 -4.459 -0.001
H -3.227 -1.291 -2.074
```

Output
E_HOMO	-0.31742	Ha
HOMO-LUMO gap	0.332	hartree
SMILES string	CN(Cc1cnccn1)C(=O)C[C@H]1C(=O)NCCN1Cc1cccc(F)c1
ΔE to the lowest compared entry with this formula, charge and spin	99.0	kJ/mol

Record 9
This record from the Open Molecules 2025 dataset describes the molecule C19H22N2O2. The level of theory is ωB97M-V with the def2-TZVPD basis set.

XYZ file:
```
45
Properties=species:S:1:pos:R:3
C -1.819 3.084 -4.384
C -0.990 1.853 -4.033
O -0.740 1.740 -2.647
C 0.193 2.559 -2.054
C 1.051 3.418 -2.717
C 1.968 4.177 -2.003
C 2.032 4.083 -0.628
C 1.180 3.228 0.051
C 0.260 2.464 -0.649
N -0.636 1.579 -0.042
C -0.748 1.227 1.266
O -0.057 1.669 2.161
C -1.793 0.134 1.507
N -1.215 -1.199 1.525
C -0.556 -1.584 0.292
C -0.423 -3.104 0.284
C 0.276 -3.581 1.523
C 0.902 -4.821 1.554
C 1.531 -5.270 2.699
C 1.541 -4.474 3.833
C 0.922 -3.239 3.810
C 0.284 -2.783 2.662
C -0.352 -1.421 2.670
H -1.294 3.996 -4.110
H -2.765 3.060 -3.849
H -2.018 3.098 -5.452
H -1.549 0.945 -4.279
H -0.050 1.839 -4.597
H 1.025 3.507 -3.792
H 2.631 4.841 -2.538
H 2.745 4.675 -0.074
H 1.220 3.144 1.124
H -1.252 1.134 -0.710
H -2.571 0.159 0.739
H -2.253 0.309 2.483
H 0.441 -1.123 0.187
H -1.172 -1.268 -0.555
H -1.424 -3.543 0.252
H 0.117 -3.431 -0.607
H 0.893 -5.437 0.665
H 2.013 -6.236 2.709
H 2.031 -4.816 4.732
H 0.930 -2.614 4.691
H 0.454 -0.667 2.726
H -0.961 -1.310 3.573
```

Output
E_HOMO	-0.30211	Ha
HOMO-LUMO gap	0.325	hartree
SMILES string	CCOc1ccccc1NC(=O)CN1CCc2ccccc2C1
ΔE to the lowest compared entry with this formula, charge and spin	135.1	kJ/mol

Record 10
This record from the Open Molecules 2025 dataset describes the molecule C19H22N2O3. The level of theory is ωB97M-V with the def2-TZVPD basis set.

XYZ file:
```
46
Properties=species:S:1:pos:R:3
C 3.962 2.616 1.572
O 3.237 1.559 2.148
C 1.897 1.477 1.885
C 1.171 2.381 1.123
C -0.183 2.189 0.905
C -0.851 1.093 1.437
N -2.223 0.860 1.269
C -3.072 1.897 0.737
C -3.029 1.963 -0.812
N -2.394 0.759 -1.307
C -1.250 0.862 -2.011
O -0.841 1.925 -2.438
C -0.493 -0.432 -2.313
O -0.167 -1.073 -1.100
C 0.752 -2.084 -1.125
C 1.235 -2.688 -2.279
C 2.154 -3.721 -2.180
C 2.595 -4.160 -0.946
C 2.111 -3.556 0.205
C 1.198 -2.527 0.120
C -2.947 -0.431 -0.710
C -2.629 -0.451 0.810
C -0.119 0.211 2.238
C 1.228 0.393 2.452
H 4.995 2.472 1.886
H 3.910 2.591 0.478
H 3.609 3.589 1.929
H 1.645 3.239 0.674
H -0.698 2.907 0.288
H -4.092 1.668 1.067
H -2.784 2.853 1.176
H -2.446 2.810 -1.175
H -4.042 2.034 -1.225
H 0.412 -0.143 -2.860
H -1.106 -1.082 -2.957
H 0.905 -2.368 -3.255
H 2.525 -4.183 -3.084
H 3.312 -4.963 -0.880
H 2.453 -3.887 1.174
H 0.823 -2.034 1.003
H -2.556 -1.325 -1.189
H -4.031 -0.398 -0.871
H -3.518 -0.770 1.367
H -1.823 -1.157 0.997
H -0.621 -0.621 2.711
H 1.791 -0.295 3.064
```

Output
E_HOMO	-0.27086	Ha
HOMO-LUMO gap	0.300	hartree
SMILES string	COc1ccc(N2CCN(C(=O)COc3ccccc3)CC2)cc1
ΔE to the lowest compared entry with this formula, charge and spin	236.6	kJ/mol

no.,largest force on an atom (eV Å⁻¹)
1,0.5
2,3.7
3,2.2
4,9.8
5,2.4
6,0.9
7,1.1
8,0.6
9,0.6
10,0.5